Density functional theory data (ωB97M-V/def2-TZVPD) for C4H7N3O in the gas phase at a distorted geometry.

Geometry as XYZ:
```
15
C4H7N3O, DFT ωB97M-V/def2-TZVPD
C -1.79 -1.64 0.12
C -1.08 -0.43 0.08
C 0.55 1.29 0.29
C 0.30 -0.23 0.00
H -2.91 -1.55 0.23
H -1.24 -1.97 1.04
H -1.59 -2.04 -0.80
H 1.21 1.60 -0.52
H 1.13 1.43 1.34
H 3.13 -1.10 -0.71
H 2.76 0.47 0.09
N -1.54 0.78 -0.19
N 1.22 -0.96 -0.26
N 2.49 -0.53 0.11
O -0.70 1.78 -0.16
```

The value obtained for the HOMO energy is -8.43 eV. Its electronic energy is -395.91961 Eh. The value obtained for the energy above the lowest of the compared OMol25 structures with the same formula, charge and spin is 143.6 kcal per mole.

Löwdin atomic charge list, values in e, 5 entries: number 1, C, carries -0.01; number 2, C, carries -0.33; number 3, C, carries -0.11; number 4, C, carries -0.34; number 5, H, carries 0.12

Density functional theory data (ωB97M-V/def2-TZVPD) for C4H7N3O in the gas phase at a distorted geometry.

Geometry as XYZ:
```
15
C4H7N3O, DFT ωB97M-V/def2-TZVPD
C 1.22 1.42 -0.33
N -0.97 1.48 0.90
C -0.15 -0.77 -0.02
C -0.05 0.74 0.05
N 0.99 -1.61 -0.35
C -1.49 -1.28 -0.39
O -1.35 1.36 -0.49
N -1.08 -1.39 0.85
H -1.60 0.83 1.37
H 1.69 -1.51 0.38
H 0.69 -2.59 -0.31
H -2.56 -1.48 -0.40
H 1.99 1.22 0.42
H 1.58 1.08 -1.30
H 1.09 2.51 -0.37
```

The value obtained for the HOMO energy is -9.38 eV. Its electronic energy is -395.93621 Eh. The value obtained for the energy above the lowest of the compared OMol25 structures with the same formula, charge and spin is 133.2 kcal per mole.

Löwdin atomic charge list, values in e, 5 entries: number 1, C, carries -0.01; number 2, N, carries 0.07; number 3, C, carries -0.50; number 4, C, carries -0.38; number 5, N, carries 0.09

Density functional theory data (ωB97M-V/def2-TZVPD) for C4H7N3O in the gas phase at a distorted geometry.

Geometry as XYZ:
```
15
C4H7N3O, DFT ωB97M-V/def2-TZVPD
C -1.09 0.50 -0.13
C 2.22 -0.87 0.02
C 2.43 0.60 0.22
C 1.30 1.15 -0.11
H -3.88 -0.53 -0.51
H -3.87 -0.07 0.95
H -1.35 1.54 -0.23
H 2.60 -1.24 -0.95
H 2.49 -1.47 0.91
H 3.35 0.96 0.62
H 1.04 2.19 -0.03
N -3.32 0.05 0.07
N -2.00 -0.39 0.10
N 0.24 0.19 -0.17
O 0.75 -1.08 -0.09
```

The value obtained for the HOMO energy is -7.64 eV. Its electronic energy is -395.96242 Eh. The value obtained for the energy above the lowest of the compared OMol25 structures with the same formula, charge and spin is 116.7 kcal per mole.

Löwdin atomic charge list, values in e, 5 entries: number 1, C, carries -0.16; number 2, C, carries -0.11; number 3, C, carries -0.06; number 4, C, carries -0.06; number 5, H, carries 0.04

Density functional theory data (ωB97M-V/def2-TZVPD) for C4H7N3O in the gas phase at a distorted geometry.

Geometry as XYZ:
```
15
C4H7N3O, DFT ωB97M-V/def2-TZVPD
C 1.78 -1.52 -1.00
C -0.59 -0.17 0.16
C -1.18 0.43 1.29
C -0.84 1.66 1.50
H 2.15 -1.59 -2.11
H 1.81 -0.39 -0.32
H 2.21 -2.26 -0.16
H 0.05 -2.57 -1.49
H -1.67 -0.35 1.96
H -0.86 2.24 2.48
H 0.15 2.96 -0.06
N 0.38 -1.71 -1.33
N -0.57 -1.31 -0.31
N 0.16 1.90 0.43
O 0.16 0.92 -0.44
```

The value obtained for the HOMO energy is -7.57 eV. Its electronic energy is -395.89812 Eh. The value obtained for the energy above the lowest of the compared OMol25 structures with the same formula, charge and spin is 157.1 kcal per mole.

Löwdin atomic charge list, values in e, 5 entries: number 1, C, carries -0.14; number 2, C, carries -0.37; number 3, C, carries -0.08; number 4, C, carries -0.06; number 5, H, carries 0.10

Density functional theory data (ωB97M-V/def2-TZVPD) for 3 unconnected molecules or ions with the total composition C4H7N3O at a distorted geometry.

Geometry as XYZ:
```
15
C4H7N3O, DFT ωB97M-V/def2-TZVPD
C -0.82 -0.94 0.04
C 0.51 -0.57 0.36
C 0.58 1.01 0.31
C 2.74 0.11 -0.51
H -3.41 0.97 -0.59
H -3.52 -1.24 0.79
H -1.08 -2.00 0.09
H 1.01 -0.95 1.27
H -0.33 1.51 -0.13
H 0.87 1.79 1.14
H 3.25 1.16 -0.61
N -2.91 -0.34 -0.67
N -1.59 0.19 -0.54
N 1.40 0.26 -0.51
O 3.30 -0.96 -0.44
```

The value obtained for the HOMO energy is -8.58 eV. Its electronic energy is -395.74774 Eh. The value obtained for the energy above the lowest of the compared OMol25 structures with the same formula, charge and spin is 251.4 kcal per mole.

Löwdin atomic charge list, values in e, 5 entries: number 1, C, carries -0.07; number 2, C, carries -0.19; number 3, C, carries -0.13; number 4, C, carries -0.35; number 5, H, carries 0.18

Density functional theory data (ωB97M-V/def2-TZVPD) for a molecular structure, C4H7N3O at a distorted geometry.

Geometry as XYZ:
```
15
C4H7N3O, DFT ωB97M-V/def2-TZVPD
C 0.35 0.95 -2.20
C 0.06 0.21 0.14
C -1.26 -0.04 0.66
C 0.39 -1.51 1.63
H -0.51 0.53 -2.63
H 0.52 1.80 -2.90
H 1.26 0.15 -1.92
H 0.01 2.26 -0.48
H -2.37 0.32 0.60
H -1.66 -1.73 2.29
H 1.93 -0.40 0.61
N 0.25 1.34 -0.82
N -0.76 -0.83 1.97
N 0.89 -0.74 0.67
O 0.90 -2.31 2.39
```

The value obtained for the HOMO energy is -8.24 eV. Its electronic energy is -395.97076 Eh. The value obtained for the energy above the lowest of the compared OMol25 structures with the same formula, charge and spin is 111.5 kcal per mole.

Löwdin atomic charge list, values in e, 5 entries: number 1, C, carries -0.13; number 2, C, carries -0.31; number 3, C, carries 0.03; number 4, C, carries -0.66; number 5, H, carries 0.04